Formula: C14H21ClN7O4
Source: OMol25
Level of theory: ωB97M-V/def2-TZVPD

DFT total energy, a.u.: -1690.271073
Relative energy (zero: lowest compared OMol25 entry of this formula, charge and spin), kJ/mol: 85.2
Frontier orbital gap, eV: 9.7

Structure (ORCA input):
```
! RIJCOSX wB97M-V def2-TZVPD def2/J DEFGRID3
* xyz -1 1
Cl -0.21630 -0.54770 -0.58709
O 0.16299 -1.52040 0.39938
O -0.02282 -1.01371 -1.94484
O -1.54888 -0.09749 -0.50186
O 0.71112 0.57015 -0.39422
C 1.38301 -4.13656 -2.33535
C 1.79483 -4.93802 -3.49546
N 2.24292 -5.50817 -4.40811
H 2.16785 -3.40009 -2.16290
H 1.35520 -4.79770 -1.46920
H 0.34899 -3.80329 -2.42375
C -5.13450 0.04694 -0.51665
C -5.66544 -0.52236 0.74850
N -6.07409 -1.00240 1.70309
H -5.47114 1.08191 -0.57682
H -5.43950 -0.51835 -1.39729
H -4.05584 -0.05346 -0.39612
C 1.61403 -0.20382 3.64306
C 2.58335 0.86093 3.68030
N 3.36052 1.67993 3.79678
H 0.63675 0.16347 3.95633
H 1.97028 -1.00390 4.29194
H 1.58374 -0.57537 2.61879
C -2.41256 -1.04307 2.65363
C -3.08056 0.22180 2.83945
N -3.65178 1.21760 3.03077
H -2.80082 -1.38279 1.69343
H -2.65248 -1.74657 3.45089
H -1.35090 -0.79720 2.67661
C 3.01637 3.23480 -0.97716
C 3.77992 3.17556 0.28658
N 4.36001 3.17275 1.31772
H 1.97493 3.05731 -0.70884
H 3.41271 2.47294 -1.64842
H 3.21411 4.20896 -1.42439
C 3.89965 -0.25132 -0.48198
C 4.50080 -1.55637 -0.52017
N 4.89716 -2.65208 -0.59559
H 3.36081 -0.27493 0.46522
H 3.21927 -0.13591 -1.32569
H 4.74065 0.44203 -0.47192
C -3.03558 2.63685 -2.35414
C -2.29649 3.62430 -1.60313
N -1.71555 4.42504 -1.01518
H -3.43921 3.12103 -3.24338
H -3.77361 2.30523 -1.62376
H -2.45390 1.76348 -2.64902
*
```